Entry from the OMol25 dataset: an isolated molecule of C15H20N2O5S (wB97M-V/def2-TZVPD).

Values from the calculation:
F_max, eV/A: 0.77
Orbital gap, eV: 9.555
HOMO level, eV: -9.103

Last column: Mulliken charge in e.
Cartesian coordinates (Å):
N 5.2110 1.3085 -1.6420  -0.524
S 5.1837 0.9103 -0.0031  1.255
O 5.2424 2.1334 0.7434  -0.669
O 6.1698 -0.1048 0.2239  -0.660
C 3.5556 0.2079 0.1332  0.302
C 3.3617 -1.1252 -0.1680  -0.708
C 2.0927 -1.6698 -0.0965  -0.588
C 1.0191 -0.8639 0.2825  0.812
C 1.2329 0.4821 0.5895  -0.673
C 2.5033 1.0175 0.5121  -0.764
H 2.7003 2.0498 0.7522  0.455
H 0.4004 1.1022 0.8907  0.350
N -0.2843 -1.3473 0.3748  -0.019
C -0.7615 -2.5908 0.1077  0.631
O -0.1113 -3.5413 -0.2537  -0.652
C -2.2742 -2.7065 0.3201  -0.558
H -2.4571 -3.4208 1.1282  0.347
H -2.7274 -3.0916 -0.6011  0.364
O -2.8823 -1.4704 0.6697  -0.387
C -3.7700 -0.9353 -0.1990  0.220
O -4.0941 -1.4654 -1.2243  -0.598
C -4.2388 0.4135 0.2897  0.712
C -5.7394 0.5808 0.0408  -1.024
C -6.1985 1.9751 0.4535  -0.658
C -5.4169 3.0445 -0.3028  -0.675
C -3.9210 2.8831 -0.0532  -0.703
C -3.4568 1.4929 -0.4755  -0.693
H -3.6274 1.3567 -1.5453  0.342
H -2.3851 1.3838 -0.2887  0.132
H -3.7116 3.0303 1.0089  0.354
H -3.3646 3.6373 -0.6127  0.348
H -5.6173 2.9515 -1.3720  0.331
H -5.7409 4.0371 0.0148  0.319
H -7.2657 2.0815 0.2527  0.358
H -6.0459 2.1051 1.5276  0.342
H -5.9363 0.4201 -1.0205  0.326
H -6.2904 -0.1766 0.6020  0.403
H -4.0196 0.4941 1.3585  0.335
H -0.9760 -0.6791 0.6956  0.020
H 1.9219 -2.7080 -0.3271  0.536
H 4.2128 -1.7267 -0.4428  0.424
H 5.8957 0.7680 -2.1453  0.268
H 5.3484 2.2961 -1.7822  0.267